1.
DFT (the ωB97M-V functional and the def2-TZVPD basis) results for a 3-piece molecular cluster, C20H38BrN3O6S2 overall in a non-equilibrium geometry.

```
70
Properties=species:S:1:pos:R:3:forces:R:3:mulliken_charge:R:1
Br 2.448 3.887 -2.900 -0.530 -0.633 0.212 -0.164
S 4.079 2.810 1.852 0.285 0.096 0.131 1.312
S -3.541 -2.094 2.319 -0.105 0.025 0.410 1.207
O -3.787 -1.873 0.913 0.089 -0.023 0.231 -0.628
O 4.893 2.344 0.752 -0.164 0.232 0.149 -0.713
O 1.746 -2.239 -5.833 1.276 0.093 4.255 -0.577
O -2.341 -1.626 2.975 -0.070 0.033 -0.472 -0.750
O 1.699 -2.609 -3.453 -0.130 1.119 -1.772 -0.452
O 2.885 3.597 1.650 0.265 -0.111 -0.106 -0.667
N -2.511 0.832 -2.123 -1.578 1.526 0.618 -0.214
N -4.579 1.964 -3.081 2.144 -1.610 -0.533 -0.614
N -4.605 -0.360 -2.341 1.282 2.761 -0.392 -0.761
C -3.930 0.757 -2.496 -0.302 -1.749 0.320 0.498
C 5.125 3.660 3.021 0.229 0.234 0.377 -0.826
C 2.360 1.831 -0.861 -1.134 1.275 0.037 -1.115
C 1.518 -1.449 -2.558 -0.489 -0.202 0.259 -0.030
C -3.765 -3.835 2.669 -0.047 -0.586 0.110 -0.750
C -2.265 0.523 -0.678 -0.004 -0.463 1.390 -0.647
C 1.814 2.052 -2.346 0.153 -0.729 0.082 0.004
C 2.383 1.034 -3.446 -0.840 0.221 0.130 -1.378
C -1.272 -0.707 -0.407 0.479 -0.185 -0.081 0.769
C 2.184 -2.062 -4.687 0.233 0.307 -1.091 0.380
C 0.000 -0.991 -2.747 -0.198 1.016 0.810 0.232
C -4.960 -1.524 3.237 -0.436 0.124 0.188 -0.738
C 3.677 1.427 2.914 -0.135 -0.481 0.327 -0.626
C -4.979 -3.932 3.596 -0.099 -0.089 0.195 -0.616
C 4.662 3.151 4.380 -0.108 0.021 0.128 -0.540
C 2.712 -0.436 -2.913 0.881 -0.007 -1.378 0.055
C -1.012 -1.658 -1.667 0.415 -0.041 -0.005 -1.177
C 3.404 -1.145 -4.209 -1.458 -1.161 0.421 -0.623
C -5.883 -2.735 3.294 -0.131 -0.096 -0.091 -0.560
C 4.459 1.643 4.212 0.133 -0.094 0.172 -0.700
H -4.656 1.727 -4.092 -0.471 0.256 0.896 0.300
H -4.620 -1.241 4.236 0.064 -0.003 -0.111 0.375
H -5.408 -0.666 2.736 0.196 -0.015 -0.051 0.376
H 2.344 0.754 -0.495 0.172 1.240 -0.745 0.166
H -5.504 -4.879 3.458 0.078 0.077 0.012 0.323
H 3.710 -0.457 -5.058 -0.087 -0.899 1.356 0.356
H -3.261 0.280 -0.160 1.467 0.332 -0.907 0.235
H 3.410 -0.464 -2.014 -0.741 0.421 -1.395 0.662
H -3.893 2.743 -3.078 -0.603 -0.661 0.199 0.299
H -3.942 -4.349 1.723 0.065 0.165 0.009 0.388
H 6.157 3.364 2.821 -0.101 0.009 -0.074 0.340
H 3.934 1.209 5.065 0.045 0.014 -0.098 0.331
H -0.336 -1.159 -3.823 0.541 0.043 1.429 0.363
H 2.600 1.439 3.090 0.075 0.087 -0.129 0.382
H -3.999 -1.100 -1.955 -0.186 0.530 -0.213 0.311
H 4.179 -1.913 -3.852 -0.810 1.394 -0.833 0.281
H 3.963 0.498 2.422 -0.104 0.163 -0.125 0.364
H -2.155 1.792 -2.260 -0.368 -0.780 -0.266 0.246
H -0.073 0.138 -2.563 0.186 -1.577 -0.371 -0.464
H -2.865 -4.227 3.142 0.026 0.150 -0.184 0.372
H -0.514 -2.617 -1.277 -0.873 1.242 -0.610 0.442
H -6.374 -2.877 2.327 0.021 0.065 0.075 0.293
H -4.651 -3.887 4.639 -0.022 0.006 -0.089 0.286
H 5.014 4.737 2.905 -0.044 -0.099 -0.182 0.399
H 3.370 2.348 -0.743 -1.422 -1.256 -0.335 0.486
H 1.577 0.932 -4.265 1.206 0.131 1.131 0.253
H 0.667 2.116 -2.410 1.890 -0.100 0.250 0.274
H 5.389 3.378 5.162 -0.067 0.004 -0.070 0.351
H 3.712 3.623 4.653 0.091 0.010 -0.029 0.284
H -0.251 -0.307 -0.074 -1.287 -0.477 -0.401 0.130
H -1.691 -1.327 0.460 0.781 1.059 -1.449 -0.448
H -1.856 1.466 -0.158 -0.525 -1.404 -0.778 0.302
H -2.003 -1.936 -2.160 1.409 0.330 0.601 0.264
H 1.645 2.410 -0.166 1.147 -0.862 -1.030 0.429
H 3.287 1.516 -3.968 -1.204 -0.978 1.067 0.661
H 5.434 1.151 4.140 -0.078 0.051 -0.003 0.304
H 1.700 -1.842 -1.497 -0.432 0.496 -1.502 0.341
H -6.659 -2.612 4.052 0.059 0.011 -0.080 0.354
```
Forces are in eV/Å.

- total energy (a.u.) = -4770.84919
- lowest unoccupied orbital energy (eV) = 0.411
- gap between HOMO and LUMO (eV) = 9.33
- total charge = 0
- HOMO energy (eV) = -8.9206

=====

2.
DFT (the ωB97M-V functional and the def2-TZVPD basis) results for a 5-piece molecular cluster, C28H65BO8 overall in a non-equilibrium geometry.

```
102
Properties=species:S:1:pos:R:3:forces:R:3:mulliken_charge:R:1
O 7.123 1.713 3.802 0.705 0.264 1.159 -0.287
O -9.638 1.146 0.118 0.108 -0.252 -0.123 -0.537
O 1.402 -3.940 -0.083 -1.557 0.456 -0.795 -0.718
O 0.305 -4.903 -1.833 -0.597 3.007 2.334 -0.801
O 0.264 0.662 -6.670 -0.200 -0.224 -0.214 -0.557
O 9.885 2.442 -0.116 0.350 0.183 0.205 -0.571
O -5.435 -2.029 -0.891 -0.513 0.138 0.224 -0.437
O -2.383 -2.199 -2.474 -0.415 -1.316 -0.875 -0.361
C 0.896 0.400 4.917 1.067 0.472 -0.230 -0.739
C -3.354 -1.819 -5.625 0.867 0.534 0.057 -0.907
C 0.403 1.735 -4.519 -0.210 -0.004 0.173 -1.351
C 6.847 3.047 4.252 -0.559 1.177 -0.792 -0.425
C -2.098 -2.944 -3.666 0.333 0.638 -0.772 -0.357
C 2.307 0.747 5.573 0.470 -0.232 -0.912 -0.717
C 0.855 0.561 -5.373 0.305 0.491 0.022 0.724
C 4.467 1.923 4.789 0.130 -0.039 0.941 -0.438
C 1.033 0.079 3.333 -0.995 -0.565 0.944 -0.193
C -8.536 2.845 1.417 0.229 -0.084 0.177 -1.374
C 7.693 1.597 0.413 -0.115 0.100 0.207 -1.063
C 9.491 0.096 -0.490 0.241 -0.181 0.080 -1.309
C -2.246 -3.152 -1.336 -0.087 -0.583 0.146 -0.321
C -0.529 -1.199 1.573 0.081 -0.854 1.122 -0.486
C 0.232 -1.282 2.999 -0.851 1.112 -0.415 -0.725
C -6.626 -3.886 -1.841 -0.070 -0.299 0.116 -1.227
C -9.349 3.300 -0.916 0.062 0.009 -0.294 -1.301
C -8.758 2.265 0.029 -0.468 0.346 0.252 0.539
C 9.183 1.302 0.384 -0.465 -0.068 -0.594 0.427
C 2.369 0.525 -5.510 0.156 -0.216 -0.023 -1.502
C 7.595 0.876 4.900 -1.722 0.059 0.208 -0.796
C 5.368 3.232 4.872 0.174 -0.544 0.686 -0.659
C -7.529 -1.545 -1.965 -0.250 0.188 0.074 -1.008
C -1.928 -1.889 -4.876 -1.299 -0.524 0.533 0.209
C 2.915 2.160 5.065 -0.002 -1.462 -0.558 -0.427
C -1.024 -2.650 1.068 -0.262 0.607 1.031 -0.835
C 0.355 -3.939 -0.845 2.231 -3.319 -1.542 0.262
C -6.737 -2.544 -1.135 0.535 0.134 -0.647 0.338
B -0.818 -2.817 -0.572 -0.366 -1.324 0.436 0.627
H 7.114 1.313 5.842 1.090 -0.756 -0.893 0.354
H -9.482 3.177 1.857 -0.014 0.079 -0.128 0.335
H -1.177 -3.605 -3.575 -0.976 0.811 0.305 0.287
H -8.122 2.088 2.087 0.045 0.050 -0.113 0.335
H 5.529 3.469 5.979 -0.544 -0.159 -1.375 0.258
H 2.851 0.431 -4.534 -0.021 -0.008 -0.061 0.368
H 4.576 1.347 3.817 -0.055 0.915 1.085 0.312
H -7.038 -1.360 -2.926 0.015 -0.163 0.015 0.278
H 7.130 0.748 0.808 -0.019 0.099 -0.026 0.342
H 0.513 0.926 2.781 0.914 -1.026 0.380 0.256
H -3.005 -3.620 -3.873 1.144 0.578 -0.032 0.193
H 0.123 -0.671 0.809 -0.719 -0.813 0.840 0.227
H -8.687 4.164 -1.018 -0.058 -0.020 -0.001 0.368
H 0.568 1.485 -7.070 0.000 -0.075 0.128 0.341
H -1.074 -2.151 -5.571 -1.046 0.203 0.703 0.320
H 4.842 1.216 5.609 -0.447 0.848 -1.118 0.246
H -10.323 3.647 -0.555 0.077 0.031 0.121 0.322
H -7.220 -2.678 -0.163 0.144 0.074 0.032 0.299
H 2.324 0.643 6.702 -0.129 0.352 -1.185 0.326
H -0.439 -1.768 -1.000 0.233 0.654 -0.348 -0.370
H -6.045 -4.589 -1.239 -0.034 0.096 -0.014 0.329
H -3.523 -0.753 -5.974 -0.035 -1.222 0.157 0.293
H 0.505 -0.372 -4.928 -0.068 0.068 -0.183 0.187
H 7.487 2.471 1.035 0.042 -0.144 0.059 0.144
H -7.850 3.696 1.384 -0.044 -0.033 0.034 0.369
H -3.412 -2.520 -6.522 -0.021 0.809 1.211 0.258
H -1.457 -0.566 1.770 1.143 -0.406 -0.397 0.215
H -0.614 -1.335 3.772 1.218 -0.260 -0.864 0.234
H -7.614 -4.318 -2.028 0.010 -0.004 -0.033 0.420
H 0.826 1.677 -3.513 -0.061 -0.003 -0.048 0.358
H -10.480 1.457 0.472 0.124 0.009 -0.027 0.330
H -3.149 -3.075 -0.642 0.837 0.219 -1.021 -0.107
H 0.885 -2.204 3.079 -0.693 1.111 -0.180 0.262
H 8.721 0.817 4.961 -1.215 0.117 -0.095 0.234
H 7.320 1.826 -0.590 0.077 -0.159 -0.037 0.424
H -0.686 1.753 -4.439 0.085 -0.109 0.057 0.322
H 4.800 4.099 4.409 0.946 -0.944 0.405 0.337
H 3.045 -0.037 5.178 -1.041 0.871 0.625 0.320
H 0.473 -0.517 5.429 0.287 1.234 -0.478 0.441
H 8.982 -0.798 -0.123 0.004 0.047 -0.073 0.359
H -9.513 2.867 -1.905 0.097 0.010 0.065 0.317
H 2.122 -0.023 3.041 -1.201 0.302 0.183 0.226
H -7.591 -0.582 -1.451 -0.053 -0.105 0.042 0.096
H -4.994 -1.907 -1.745 0.357 -0.131 0.210 0.267
H 2.689 2.989 5.802 0.336 -0.811 -0.952 0.347
H 7.093 -0.140 4.758 1.047 1.196 0.115 0.294
H 2.739 1.435 -5.997 -0.070 0.089 0.092 0.355
H 6.879 3.729 3.334 0.222 -1.102 1.081 0.285
H -7.810 1.900 -0.373 -0.152 -0.171 0.033 0.299
H 0.705 2.686 -4.972 0.144 -0.041 -0.028 0.389
H 2.678 -0.316 -6.135 -0.059 -0.008 0.113 0.352
H -2.136 -2.742 1.339 1.212 0.181 -0.208 0.119
H -4.137 -2.081 -4.852 0.724 0.298 -1.034 0.095
H -6.104 -3.782 -2.797 -0.059 0.085 0.029 0.206
H -0.499 -3.474 1.661 -0.415 1.131 -0.763 0.199
H 9.574 2.610 -1.014 -0.039 -0.073 0.122 0.347
H 9.542 1.121 1.400 0.088 0.196 -0.077 0.236
H -1.730 -0.871 -4.423 -0.111 -1.226 -0.391 -0.262
H 7.664 3.415 4.967 -1.123 -0.536 -0.830 0.265
H 2.432 2.334 4.042 0.484 0.223 1.538 0.235
H -8.544 -1.906 -2.156 0.003 0.056 -0.031 0.405
H -2.265 -4.192 -1.802 0.058 1.037 0.750 0.273
H 9.180 0.274 -1.524 -0.138 0.009 0.084 0.319
H 10.567 -0.098 -0.511 -0.059 0.001 0.074 0.334
H 0.241 1.325 5.049 0.471 -1.408 0.016 0.180
```
Forces are in eV/Å.

- total energy (a.u.) = -1732.40473
- lowest unoccupied orbital energy (eV) = 3.446
- gap between HOMO and LUMO (eV) = 3.04
- ΔE to the lowest compared entry with this formula, charge and spin (eV) = 0.000
- total charge = -2
- HOMO energy (eV) = 0.4062

=====

3.
DFT (the ωB97M-V functional and the def2-TZVPD basis) results for an isolated ion of composition C2H5N and charge -1 in a non-equilibrium geometry.

```
8
Properties=species:S:1:pos:R:3:forces:R:3:lowdin_spin:R:1
N 0.048 1.120 0.403 -0.475 0.928 1.037 0.014
C 0.320 -1.036 -0.621 -0.977 0.150 0.369 0.382
C -0.417 -0.161 0.076 0.862 -0.205 -0.545 0.074
H 1.005 1.155 0.723 0.248 -0.195 -0.295 0.053
H -1.433 -0.281 0.407 -0.509 -0.627 0.041 0.120
H -0.524 1.523 1.159 0.356 -0.231 -0.651 0.077
H 1.289 -0.735 -0.985 0.490 -0.034 0.008 0.171
H -0.048 -2.021 -0.881 0.006 0.213 0.037 0.109
```
Forces are in eV/Å.

- <S²> = 0.75
- total energy (a.u.) = -133.85118
- lowest unoccupied orbital energy (spin up / spin down) (eV) = 4.238 / 4.655
- gap between HOMO and LUMO (spin up / spin down) (eV) = 2.07 / 9.00
- ΔE to the lowest compared entry with this formula, charge and spin (eV) = 0.336
- total charge = -1
- HOMO energy (spin up / spin down) (eV) = 2.1716 / -4.3439
- multiplicity = 2

=====

4.
DFT (the ωB97M-V functional and the def2-TZVPD basis) results for an isolated ion of composition C6H6N3 and charge +1 in a non-equilibrium geometry.

```
15
Properties=species:S:1:pos:R:3:forces:R:3:mulliken_charge:R:1
N -0.334 0.146 0.808 0.414 -0.424 1.508 1.018
N -0.544 -0.537 1.876 -1.971 -0.851 2.757 -1.329
N 0.295 0.662 -1.144 -0.242 0.683 1.075 0.200
C -0.236 1.859 -0.524 -0.423 -1.940 4.203 -0.315
C 0.286 -0.366 -0.229 -0.771 -2.162 -0.208 -0.277
C -0.598 1.569 0.790 0.983 -0.406 -5.436 -0.304
C -0.023 -2.596 0.812 2.006 -0.223 -3.902 -0.191
C -0.469 -1.918 1.803 0.463 1.742 1.870 0.133
C 0.823 0.649 -2.313 0.863 -0.660 -0.310 0.003
H 1.234 -0.308 -2.691 -0.350 0.957 0.075 0.295
H -0.152 2.805 -0.907 0.044 1.907 -1.496 0.391
H -0.633 -2.469 2.760 -0.211 0.508 -0.679 0.372
H -1.175 2.247 1.404 0.275 -0.694 0.723 0.403
H 0.968 1.638 -2.678 0.079 0.232 -1.210 0.244
H 0.558 -3.381 0.233 -1.160 1.330 1.030 0.354
```
Forces are in eV/Å.

- total energy (a.u.) = -395.94819
- lowest unoccupied orbital energy (spin up / spin down) (eV) = -5.430 / -6.168
- gap between HOMO and LUMO (spin up / spin down) (eV) = 7.38 / 6.12
- ΔE to the lowest compared entry with this formula, charge and spin (eV) = 7.358
- total charge = +1
- HOMO energy (spin up / spin down) (eV) = -12.8094 / -12.2840

=====

What is the total energy in the first record? -4770.84919 a.u.